1.
25
Properties=species:S:1:pos:R:3 method="wB97M-V/def2-TZVPD" smiles="CN1C[N@@H+](C)CN=C1C[N+](=O)[O-]" charge=+1 de_lowest_kcal_mol=148.39 mol_weight_da=173.20
C -2.14275 0.44540 0.90793
N -0.91411 -0.04353 0.17405
C -0.00664 -0.83728 1.11866
N 1.39795 -0.58669 0.79363
C 2.40165 -1.18122 1.68211
C 1.58025 -0.84199 -0.80981
N 0.61731 -0.24260 -1.48040
C -0.54946 0.08189 -1.05823
C -1.36234 0.91136 -2.00946
N -1.12854 2.30600 -1.77575
O -1.31854 3.04463 -2.71335
O -0.73733 2.70405 -0.64618
H -2.82175 1.11506 0.29247
H -2.69529 -0.42070 1.23400
H -1.72357 0.91555 1.72247
H -0.35769 -0.50074 2.12191
H -0.27282 -2.00024 0.92424
H 1.53973 0.45726 0.89572
H 2.59427 -2.15388 1.52189
H 3.28051 -0.59680 1.56454
H 1.94323 -1.16255 2.72272
H 1.60021 -1.96105 -0.90970
H 2.64947 -0.61965 -1.29313
H -2.40425 0.60161 -1.94705
H -1.16947 0.56611 -3.03324

2.
25
Properties=species:S:1:pos:R:3 method="wB97M-V/def2-TZVPD" charge=+1 de_lowest_kcal_mol=94.34 mol_weight_da=173.20
C -0.57447 -0.47807 0.68078
C -1.91837 -1.30108 -3.60155
C -3.18596 0.02510 1.23371
C 1.76299 1.35306 1.33431
C 2.21059 1.32681 -1.05801
C 0.01217 0.60932 -0.18240
N -0.01115 -2.65217 1.41948
N 0.15618 -1.57154 0.67561
N -2.07012 0.55698 1.30981
N 1.48400 0.69376 0.04817
O -1.09662 -0.83124 -2.94959
O -2.73731 -1.76891 -4.23841
H -3.41906 -0.99111 0.92164
H -0.88330 -2.83403 1.90396
H -4.04328 0.64161 1.49305
H 1.49261 2.40606 1.27249
H 1.16861 0.88744 2.11927
H 2.81795 1.27010 1.58509
H 3.27852 1.34651 -0.84304
H 2.04696 0.77384 -1.98080
H 1.86122 2.34778 -1.19241
H -0.45740 1.56705 0.05248
H -0.16688 0.37355 -1.23601
H 0.51190 -3.45407 1.10127
H 1.76022 -0.29676 0.13110

3.
21
Properties=species:S:1:pos:R:3 method="wB97M-V/def2-TZVPD" smiles="[H]/N=C(/C)C(=C)C.CO" charge=0 de_lowest_kcal_mol=65.33 mol_weight_da=115.18
H 0.32433 -2.91532 -0.86552
N 0.13561 -2.19979 -1.56558
C -0.18422 -1.06140 -1.11267
C -0.58722 -0.02339 -2.11947
C -0.42467 -0.72890 0.50449
C -1.27017 0.22908 0.87401
C 0.08019 -1.79980 1.41623
H -1.63790 -0.09206 -2.39725
H -0.41303 0.97150 -1.70920
H 0.05112 -0.07652 -2.99978
H -1.60949 1.01816 0.22453
H -1.74626 0.18622 1.84321
H 1.09765 -2.08298 1.14779
H -0.53832 -2.69326 1.31622
H 0.02558 -1.48512 2.45677
C 1.10864 2.48366 0.62221
O 1.59508 1.18724 0.34772
H 0.20970 2.74029 0.05337
H 0.90355 2.60346 1.68924
H 1.90520 3.18629 0.38205
H 0.97462 0.55262 -0.10839

4.
21
Properties=species:S:1:pos:R:3 method="wB97M-V/def2-TZVPD" smiles="C=CCN/C=C/C.O" charge=0 de_lowest_kcal_mol=58.61 mol_weight_da=115.18
C 2.27495 -0.87075 -1.55230
C 1.15820 -0.35939 -1.99524
C -0.20646 -0.84608 -1.64466
N -1.05271 0.24660 -1.16178
C -0.72738 0.82141 0.07065
C -1.46972 0.98347 1.16659
C -0.79897 1.55552 2.40066
H 2.29713 -1.58717 -0.74063
H 3.20572 -0.50643 -1.96267
H 1.21338 0.60243 -2.49798
H -0.09655 -1.65605 -0.90595
H -0.77504 -1.28725 -2.44570
H -2.03190 0.10525 -1.30307
H 0.35213 0.88212 0.18298
H -2.53255 0.78296 1.21725
H -0.92085 0.98243 3.32314
H -1.29800 2.50478 2.62796
H 0.25907 1.76597 2.26555
O 0.72449 -1.22476 1.90623
H 0.97797 -1.58329 1.05160
H -0.07210 -0.69647 1.87383

5.
21
Properties=species:S:1:pos:R:3 method="wB97M-V/def2-TZVPD" smiles="CC[C@@H](C)[C@H](N)C=O" charge=0 de_lowest_kcal_mol=43.00 mol_weight_da=115.18
C -0.75068 -1.94376 -1.24979
C 0.06523 -0.68798 -1.01672
C -0.61668 0.12402 0.10710
C -0.79967 -0.67371 1.44140
C 0.20746 1.40815 0.40062
N 0.58592 2.18660 -0.76528
C 1.48851 1.02308 1.15598
O 2.31657 1.84297 1.47375
H -1.71540 -2.04459 -0.74112
H -0.26740 -2.90357 -1.14267
H -1.06255 -1.99752 -2.32401
H 0.11758 -0.17511 -1.99389
H 1.11558 -0.89609 -0.75063
H -1.63964 0.47890 -0.10735
H -1.48906 -0.11019 2.04617
H 0.15569 -0.99759 1.78839
H -1.21844 -1.65406 1.20330
H -0.31480 2.15216 1.06372
H 1.34345 1.74822 -1.27185
H 0.77939 3.15640 -0.57822
H 1.69893 -0.03631 1.26111

6.
21
Properties=species:S:1:pos:R:3 method="wB97M-V/def2-TZVPD" smiles="CC(C)[C@@H](C)NC=O" charge=0 de_lowest_kcal_mol=48.58 mol_weight_da=115.18
C 0.81062 1.05782 1.57768
C 0.31224 -0.19144 0.86896
C 1.32124 -1.21539 0.40366
C -0.41093 0.43207 -0.41905
C 0.67319 0.82874 -1.40750
N -1.45992 -0.41763 -1.08315
C -2.60471 -0.78130 -0.25128
O -2.87305 -0.38673 0.82291
H -0.00586 1.31227 2.29564
H 1.57981 0.63632 2.18582
H 1.18092 1.86490 1.01512
H -0.46865 -0.51093 1.53597
H 2.26883 -0.76440 0.12525
H 0.84560 -1.87772 -0.53494
H 1.57588 -1.93315 1.10960
H -1.05431 1.31825 -0.14022
H 1.53849 0.25340 -1.46808
H 0.37005 0.76953 -2.52067
H 0.80721 1.85696 -1.32708
H -1.07734 -0.89027 -1.91691
H -3.32930 -1.36131 -0.87173

7.
21
Properties=species:S:1:pos:R:3 method="wB97M-V/def2-TZVPD" smiles="CCC(=O)N(C)CC" charge=0 de_lowest_kcal_mol=33.80 mol_weight_da=115.18
C -2.41166 -0.81761 -0.16318
C -1.47686 -0.71110 1.03345
C -0.00793 -0.49830 0.70104
O 0.88602 -0.76173 1.46519
N 0.26711 -0.04915 -0.62733
C 1.18696 -0.91949 -1.37969
C 0.34024 1.39050 -0.85571
C 1.31085 2.10782 0.05897
H -2.43684 0.09670 -0.74593
H -3.37001 -1.22631 0.14146
H -2.08938 -1.59598 -0.87146
H -1.87993 0.03852 1.72111
H -1.43256 -1.64079 1.60064
H 2.18153 -0.88650 -0.91619
H 1.21943 -0.55856 -2.40146
H 0.81015 -1.92803 -1.29001
H 0.61290 1.53503 -1.89942
H -0.67936 1.75904 -0.67522
H 1.66548 3.04295 -0.39188
H 2.26728 1.61892 0.28346
H 0.97085 2.25997 1.08612

8.
21
Properties=species:S:1:pos:R:3 method="wB97M-V/def2-TZVPD" smiles="C=CC(=C)CCN.O" charge=0 de_lowest_kcal_mol=64.11 mol_weight_da=115.18
C 0.73448 0.71510 2.34815
C 1.04746 -0.02648 1.30404
C 1.18086 0.39561 -0.12141
C 1.77838 1.56228 -0.37421
C 0.68433 -0.60256 -1.11900
C -0.79272 -0.99968 -1.13534
N -1.77124 -0.07665 -1.74589
H 0.72654 0.14947 3.28093
H 0.40982 1.73840 2.38453
H 1.18269 -1.11705 1.29019
H 2.20831 1.83069 -1.33642
H 2.04000 2.27909 0.39728
H 0.89078 -0.27073 -2.15413
H 1.37276 -1.45374 -1.00562
H -0.75546 -1.95804 -1.66382
H -1.14430 -1.16218 -0.12229
H -1.94313 -0.39229 -2.68233
H -1.50545 0.87990 -1.54680
O -2.15193 -0.78237 1.64125
H -2.79226 -0.43905 0.99990
H -1.39990 -0.26974 1.36098

Computed LUMO energy (eV) in order:
-3.25; -2.92; 0.66; 1.01; 0.96; 0.91; 0.95; 0.83
Computed electronic energy (eV) in order:
-16476.430; -16478.774; -9968.341; -9968.633; -9969.310; -9969.068; -9969.709; -9968.394
Computed frontier orbital gap (Eh) in order:
0.362; 0.353; 0.376; 0.340; 0.364; 0.379; 0.348; 0.362